[1]
Formula: C26H24Cl3F3N7O4SSeSiTi
Source: OMol25
Level of theory: ωB97M-V with the def2-TZVPD basis set

Each line ends with the Mulliken spin population.
Geometry (Å):
Ti: -0.467 1.075 0.941  0.9056
O: -2.471 -2.311 0.341  -0.0018
C: -2.570 -1.076 0.273  0.0144
N: -1.433 -0.300 -0.116  -0.0141
C: -0.821 -0.656 -1.312  -0.0020
C: -1.396 -1.466 -2.292  -0.0041
C: -0.696 -1.764 -3.455  0.0013
C: 0.580 -1.261 -3.660  -0.0004
C: 1.172 -0.450 -2.694  -0.0063
C: 0.484 -0.147 -1.526  0.0248
N: 0.965 0.592 -0.432  -0.0349
C: 2.156 1.209 -0.411  0.0142
O: 3.049 1.220 -1.262  0.0232
C: 2.366 1.981 0.873  0.0462
C: 3.555 2.644 1.104  -0.0041
C: 3.721 3.321 2.298  0.0095
C: 2.693 3.312 3.226  -0.0047
C: 1.526 2.639 2.915  0.0182
N: 1.363 1.989 1.766  -0.0159
C: -3.775 -0.372 0.540  -0.0111
C: -5.027 -1.029 0.523  0.0011
C: -6.120 -0.397 -0.011  -0.0027
C: -5.868 0.795 -0.790  0.0013
C: -4.723 1.479 -0.633  0.0011
N: -3.879 1.082 0.465  -0.0036
H: -2.383 -1.873 -2.125  0.0003
H: -1.159 -2.395 -4.206  -0.0001
H: 1.120 -1.492 -4.571  -0.0005
H: 2.165 -0.051 -2.831  0.0013
H: 4.320 2.591 0.343  0.0001
H: 4.646 3.844 2.508  0.0009
H: 2.780 3.817 4.177  -0.0004
H: 0.704 2.606 3.615  0.0012
H: -5.068 -2.070 0.825  0.0002
H: -7.083 -0.889 -0.067  -0.0001
H: -6.545 1.066 -1.594  0.0000
H: -4.381 2.288 -1.266  0.0000
C: 4.081 -2.805 -2.603  0.0008
C: 3.681 -3.138 -1.176  0.0000
N: 3.465 -1.908 -0.428  -0.0001
C: 2.995 -1.873 0.856  0.0037
S: 3.780 -0.951 2.021  -0.0004
N: 1.904 -2.594 1.153  -0.0030
C: 0.854 -2.978 0.207  0.0096
C: 0.550 -4.465 0.249  0.0002
H: 4.300 -3.716 -3.163  0.0000
H: 4.973 -2.173 -2.617  0.0000
H: 3.274 -2.268 -3.100  -0.0002
H: 4.463 -3.742 -0.693  -0.0001
H: 2.773 -3.737 -1.181  0.0000
H: 4.197 -1.221 -0.551  0.0000
H: 1.575 -2.416 2.094  0.0011
H: 1.141 -2.650 -0.791  -0.0019
H: -0.056 -2.430 0.453  -0.0077
H: 1.414 -5.069 -0.043  0.0001
H: -0.283 -4.680 -0.422  0.0000
H: 0.251 -4.762 1.256  -0.0001
F: -1.213 4.123 -2.386  0.0000
C: -1.163 4.785 -1.224  -0.0009
F: -0.435 5.894 -1.438  -0.0002
F: -2.421 5.190 -0.941  0.0001
C: -0.603 3.931 -0.047  0.0126
O: 0.036 4.504 0.813  0.0102
O: -0.985 2.719 -0.127  0.0095
Se: -0.575 -0.801 2.868  0.0083
C: 0.046 0.097 4.351  -0.0007
N: 0.420 0.646 5.299  0.0014
Cl: -4.884 0.924 3.503  0.0000
Si: -3.993 1.893 1.934  -0.0024
Cl: -4.938 3.706 1.689  0.0001
Cl: -2.122 2.410 2.701  0.0018

## Properties
Spin multiplicity: 2
Lowest unoccupied orbital energy (spin up / spin down), eV: 4.4 / 4.4
Net charge: -2
Expectation value of S²: 0.755
HOMO level (spin up / spin down), Eh: -0.0560 / -0.0569
Strongest force on any atom, eV Å⁻¹: 1.17

---

[2]
Formula: C26H24Cl3MnN4O5
Source: OMol25
Level of theory: ωB97M-V with the def2-TZVPD basis set

Each line ends with the Mulliken spin population.
Geometry (Å):
Mn: 0.191 -0.621 0.169  1.0629
O: 2.048 -1.041 0.785  -0.0183
C: 2.376 -1.987 1.576  -0.0064
C: 3.750 -2.376 1.666  0.0073
C: 4.176 -3.371 2.504  -0.0046
C: 3.277 -4.062 3.335  0.0055
C: 1.951 -3.710 3.282  -0.0076
C: 1.469 -2.701 2.430  0.0206
C: 0.058 -2.419 2.490  0.0031
N: -0.582 -1.586 1.761  -0.0218
C: -2.020 -1.428 1.976  0.0041
C: -2.503 -0.269 1.103  0.0000
N: -1.812 -0.424 -0.158  -0.0103
C: -2.444 -0.623 -1.242  -0.0045
C: -1.782 -1.064 -2.451  -0.0125
C: -2.391 -0.846 -3.690  0.0009
C: -1.827 -1.290 -4.867  -0.0017
C: -0.633 -2.024 -4.788  0.0016
C: -0.031 -2.291 -3.583  0.0002
C: -0.561 -1.812 -2.347  0.0046
O: 0.027 -2.083 -1.243  -0.0100
H: 4.444 -1.846 1.026  -0.0001
H: 5.230 -3.629 2.526  -0.0002
H: 3.621 -4.846 3.996  0.0008
H: 1.234 -4.222 3.918  -0.0003
H: -0.497 -2.982 3.251  0.0006
H: -2.242 -1.232 3.029  0.0008
H: -2.534 -2.348 1.677  0.0001
H: -2.192 0.673 1.556  0.0006
H: -3.593 -0.287 0.989  0.0001
H: -3.536 -0.514 -1.265  -0.0004
H: -3.326 -0.292 -3.711  -0.0001
H: -2.298 -1.094 -5.821  -0.0002
H: -0.174 -2.393 -5.700  0.0002
H: 0.890 -2.857 -3.528  0.0001
C: 3.074 1.859 -1.162  -0.0011
C: 1.787 1.393 -1.791  0.0006
O: 1.282 0.318 -1.505  0.0101
N: 1.284 2.188 -2.771  -0.0008
C: 0.070 1.858 -3.486  -0.0004
C: -1.138 2.621 -3.001  0.0000
C: -1.898 3.403 -3.865  0.0005
C: -3.005 4.071 -3.364  0.0000
C: -3.308 3.943 -2.019  0.0000
C: -2.485 3.143 -1.236  -0.0001
N: -1.431 2.494 -1.710  0.0001
H: 3.451 1.049 -0.543  0.0002
H: 2.863 2.721 -0.530  -0.0002
H: 3.804 2.131 -1.927  0.0001
H: 1.640 3.128 -2.825  0.0000
H: -0.102 0.792 -3.332  0.0002
H: 0.214 2.029 -4.555  -0.0001
H: -1.626 3.477 -4.910  0.0000
H: -3.617 4.685 -4.014  0.0000
H: -4.156 4.450 -1.580  0.0000
H: -2.682 3.018 -0.176  0.0000
Cl: -1.265 4.288 2.285  0.0004
C: -0.028 3.057 2.672  0.0002
Cl: 1.393 3.869 3.362  -0.0003
Cl: -0.701 1.960 3.892  0.0001
C: 0.388 2.324 1.316  0.0015
O: 0.899 3.065 0.489  0.0047
O: 0.108 1.110 1.314  -0.0309

## Properties
Spin multiplicity: 2
Lowest unoccupied orbital energy (spin up / spin down), eV: 2.6 / 2.6
Net charge: -1
Expectation value of S²: 0.837
HOMO level (spin up / spin down), Eh: -0.1502 / -0.1330
Strongest force on any atom, eV Å⁻¹: 0.51

---

> The lowest strongest force on any atom belongs to which entry?

C26H24Cl3MnN4O5

---

> Which of these has the lowest net charge?

C26H24Cl3F3N7O4SSeSiTi

---

> What is the formula in the second record?

C26H24Cl3MnN4O5